Molecular formula: C5H10N2O2
Method: DFT, ωB97M-V with the def2-TZVPD basis set

Properties
**Max |F|**: 5.0 eV Å⁻¹
**Frontier orbital gap**: 0.3553 hartree
**Charge**: 0
**SMILES string**: [O-]/[NH+]=N\O.C=C/C=C/C
**LUMO energy**: 0.90 eV
**HOMO**: -8.7649 eV
**Energy**: -456.266505 Eh
**Energy above the lowest of the compared OMol25 structures with the same formula, charge and spin**: 180.5 kcal per mole

Last column: Löwdin charge in e.
Atoms and positions in Å:
C -0.81 2.62 -0.24  -0.01
C -0.72 1.50 0.45  -0.19
C -1.79 -2.17 -0.25  -0.07
C -1.10 -0.93 0.26  -0.14
C -1.32 0.31 -0.14  -0.12
N 2.17 -0.80 0.46  -0.25
N 2.69 0.33 0.60  0.05
O 2.23 -1.60 -0.43  0.02
O 3.24 0.81 -0.66  -0.03
H -0.52 3.53 0.27  0.05
H -1.15 2.73 -1.25  0.06
H -0.34 1.68 1.50  0.13
H -2.36 -2.65 0.46  0.06
H -2.46 -1.94 -0.97  0.03
H -1.01 -2.67 -0.84  0.10
H -0.48 -1.23 0.99  0.04
H 4.09 1.21 -0.55  0.07
H -1.99 0.39 -0.87  0.07
H 1.62 -1.12 1.22  0.14